No. 1
Density functional theory data (ωB97M-V/def2-TZVPD) for a single CH5NOSi molecule.

The calculation puts the energy relative to the best compared isomer or geometry (same formula, charge and spin) at 113.5 kJ/mol. The value obtained for the HOMO energy (alpha / beta) is -0.2863 / -0.4012 hartree. The spin multiplicity is 3.

CARTESIAN COORDINATES (ANGSTROEM)
N -0.611673 -1.460964 0.470339
C -0.308818 -0.176143 0.854210
O 0.272153 -2.283427 0.271458
H -1.296566 1.044027 -1.343844
Si 0.050188 0.658644 -0.838468
H 0.818874 -0.006614 1.284192
H -1.075628 0.411060 1.405309
H 1.116962 0.113901 -1.627624
H 1.034510 1.699515 -0.475572

Forces on atoms 1 to 6 (eV/Å):
-0.5879 -2.2830 0.6627
3.2209 3.5753 -0.0301
0.0345 -0.5301 -0.2589
0.5124 0.0067 -0.4653
-0.0510 1.3777 1.2022
-2.8074 -0.9231 -0.1954

Löwdin population analysis, charges in e, atoms 1 to 8: -0.187, -0.412, -0.004, -0.065, 0.642, 0.123, 0.081, -0.089


No. 2
Density functional theory data (ωB97M-V/def2-TZVPD) for a molecular structure, C23H32GeN4O5RhSe.

The calculation puts the energy relative to the best compared isomer or geometry (same formula, charge and spin) at 0.0 kJ/mol. The value obtained for the HOMO energy is -0.3905 hartree. The net charge is +1.

CARTESIAN COORDINATES (ANGSTROEM)
H 2.256514 2.843580 1.358142
N -1.415186 -0.024345 -2.086508
H 2.998109 -4.174684 -4.418624
H 2.819972 2.501104 -0.294283
H 4.059065 -4.428932 -3.026931
O -1.478687 1.211368 0.452921
C -1.934814 0.807994 1.616730
H 1.021649 4.882165 1.024350
N -0.262955 -2.738279 1.924367
H -1.581063 4.630304 5.378536
H 1.793806 -5.009116 -0.361902
C -1.650094 3.872651 4.609271
Se 1.742694 0.122255 -2.482110
C -2.892527 3.530443 4.100785
C 0.044804 -3.322608 -2.904980
C -0.618737 2.282671 3.150610
C 0.301935 -1.644143 1.402856
C 0.833800 -0.129367 -4.170069
H 1.065734 -1.075710 1.904974
C -0.502896 3.250184 4.137345
C -1.300380 4.409175 -1.381211
O -2.352506 -0.296257 1.881354
H -0.894436 6.047913 -0.055200
H 0.871227 -4.098983 3.053488
C 2.746431 -1.547229 -2.414991
H -2.147804 4.865588 -1.870797
C 0.462363 4.410384 0.228494
C -0.606151 5.056424 -0.376278
O -4.187116 2.182264 2.575017
C 2.030146 -3.945574 -0.412459
C 0.799993 3.139901 -0.188851
O 1.654829 1.015675 0.556446
H -4.912074 2.626297 3.028191
O -3.764780 0.289979 -2.225935
H 3.460293 -1.419742 -1.598560
H 0.268672 1.793617 2.761058
H -0.798167 -3.834745 3.603731
H 3.336174 -1.529479 -3.334156
C -0.919244 3.125525 -1.724863
H 0.422822 -2.589295 3.884899
H 0.066467 -0.883231 -4.068718
N 0.114195 2.504175 -1.153556
H 2.706919 -5.524132 -3.317757
C 0.086631 -3.356835 3.192500
N -0.220787 -1.377608 0.217541
H -1.810321 -4.051669 1.234807
H 3.050009 -3.812961 -0.048816
H 1.588414 -0.400980 -4.904183
H -3.786173 4.023890 4.465550
H -1.794061 -2.307392 -0.897246
C -1.196889 -3.192687 1.031232
C -1.175712 -2.332506 -0.018927
C -2.609861 0.153937 -2.098340
H -0.456597 -4.245903 -2.614151
H 1.343057 -3.414649 0.243760
H -1.455865 2.558235 -2.472782
Rh -0.074976 0.423232 -0.739502
H 0.016470 -3.256423 -3.992440
C 3.026568 -4.483806 -3.373630
C 1.976190 2.417190 0.395662
H -0.509514 -2.479380 -2.486833
C -1.856732 1.912591 2.645953
H 2.471183 0.507805 0.493129
C -3.000404 2.547372 3.122256
H 0.377852 0.821275 -4.433951
H 0.466344 3.510249 4.542008
Ge 1.886180 -3.348762 -2.268420

Forces on atoms 1 to 6 (eV/Å):
-0.0469 -0.0367 0.0102
-0.1317 -0.1208 -0.1961
-0.0098 0.0058 -0.0018
0.0191 0.0296 0.0309
0.0074 -0.0090 -0.0061
0.3507 0.1822 0.1745

Löwdin population analysis, charges in e, atoms 1 to 8: 0.133, -0.053, 0.025, 0.136, 0.026, -0.147, -0.538, 0.128


No. 3
Density functional theory data (ωB97M-V/def2-TZVPD) for a gas-phase ion, CH6N3 (charge +1).

The calculation puts the energy relative to the best compared isomer or geometry (same formula, charge and spin) at 91.0 kJ/mol. The value obtained for the HOMO energy (alpha / beta) is -0.3870 / -0.5886 hartree. The net charge is +1. The spin multiplicity is 3.

CARTESIAN COORDINATES (ANGSTROEM)
H -2.084969 -1.117725 -0.746174
C -0.451070 -0.209140 -0.120428
H -2.457566 0.544170 -0.264631
H 1.756453 -0.829604 0.275979
N -1.746299 -0.278262 -0.266713
H 0.030448 -1.222208 -0.080669
N 1.604714 0.174911 0.592121
H 2.420194 0.702475 0.641335
H 0.420413 1.610112 0.105010
N 0.507681 0.625271 -0.135829

Forces on atoms 1 to 6 (eV/Å):
-0.0242 0.5867 0.3693
-1.6775 -9.3701 0.9649
2.0059 -1.9772 0.0695
0.0968 1.4254 1.0640
-5.2405 2.5523 -1.0615
-1.0546 0.6315 -0.2912

Löwdin population analysis, charges in e, atoms 1 to 8: 0.134, -0.333, 0.182, 0.171, 0.127, 0.142, 0.241, 0.125


No. 4
Density functional theory data (ωB97M-V/def2-TZVPD) for 11 unconnected molecules or ions with the total composition C32H94N8O11.

The calculation puts the energy relative to the best compared isomer or geometry (same formula, charge and spin) at 179.3 kJ/mol. The value obtained for the HOMO energy is -0.3134 hartree. Its SMILES is COC[C@H](C)N.COC[C@H](C)N.COC[C@H](C)N.COC[C@H](C)N.COC[C@H](C)N.COC[C@H](C)N.COC[C@H](C)N.COC[C@H](C)N.O.O.O.

CARTESIAN COORDINATES (ANGSTROEM)
O -15.594690 -33.227380 -39.496590
C -15.825370 -34.417240 -38.711820
C -14.143580 -20.260520 -43.669450
H -12.177340 -28.543770 -39.399730
H -15.174070 -26.835490 -38.557350
C -14.459210 -33.220620 -40.420850
C -16.519760 -28.841520 -37.965500
H -13.663680 -23.426750 -40.782480
H -20.110980 -27.901760 -39.771450
H -11.725130 -27.061800 -35.372190
O -18.314340 -29.792440 -40.410220
H -14.866490 -34.718960 -38.290360
H -16.867820 -37.555110 -39.231150
C -11.070230 -33.913530 -37.548580
H -10.687820 -36.329770 -38.708790
H -12.837210 -24.847690 -40.952930
O -13.482720 -27.973430 -41.945770
H -13.174730 -19.936700 -43.289210
C -12.957670 -23.894870 -41.468410
H -11.771320 -22.708920 -38.452450
H -8.000850 -23.942240 -34.635680
H -22.332080 -27.307380 -40.780570
C -12.397880 -27.105760 -31.868950
C -13.771120 -22.668670 -43.700890
H -17.942670 -35.648970 -41.167910
C -11.175480 -24.052150 -37.042740
N -11.513040 -28.375450 -40.141670
H -15.964120 -31.990280 -36.356130
C -10.916070 -35.487640 -39.362100
C -12.171080 -28.972090 -35.031330
H -13.722650 -29.641450 -40.728710
C -11.963900 -28.719300 -33.560950
H -14.554450 -34.228270 -40.825410
H -16.434950 -34.031590 -37.894630
C -9.727080 -23.737390 -36.609170
H -8.726300 -26.781090 -36.006710
O -10.374310 -34.365590 -38.671370
H -17.307320 -30.525150 -42.062190
H -14.485540 -26.425760 -37.043590
H -11.939610 -34.461830 -41.593630
H -13.244810 -26.017540 -43.130840
H -16.264450 -26.123500 -37.369700
H -8.571950 -28.744560 -38.322050
H -15.037360 -30.516590 -36.301980
C -13.755470 -24.003720 -42.781540
H -12.053200 -23.288380 -41.421490
H -11.611820 -30.439300 -36.458660
H -12.755240 -22.343590 -43.925360
H -14.715660 -32.455100 -41.153170
H -10.698080 -36.970550 -42.324080
H -14.894950 -19.543590 -43.338460
H -13.976690 -28.729890 -37.604420
H -7.388610 -25.507250 -35.063420
H -10.373320 -37.682140 -40.865130
N -10.801930 -36.890260 -41.322650
H -10.892520 -28.786410 -33.371890
H -18.322580 -30.443170 -38.659200
H -15.392250 -27.878930 -41.098390
H -11.898090 -22.050620 -36.986160
C -13.115120 -29.282760 -41.559580
H -10.947870 -34.689740 -36.793180
H -10.483580 -30.454970 -35.195540
H -21.967010 -28.264070 -42.214680
C -10.317600 -35.655700 -40.772560
H -7.776270 -27.886930 -36.414690
H -17.471790 -29.890260 -36.230560
O -9.069390 -24.927160 -36.112270
H -11.751660 -24.459820 -36.212120
H -12.151140 -33.825870 -37.658280
H -22.266970 -29.014320 -40.636410
H -9.133280 -23.306000 -37.415030
H -12.108760 -24.981620 -43.515400
H -17.079740 -31.503700 -38.665410
H -13.231560 -28.854620 -35.254230
H -11.657910 -30.958750 -39.701050
C -15.751250 -31.074630 -36.907830
H -6.989250 -24.160920 -36.070980
O -14.596800 -21.587100 -43.189540
H -9.233690 -35.540640 -40.771140
H -9.693320 -22.960350 -35.845520
H -10.541280 -28.033400 -35.815060
H -10.401600 -33.593550 -41.461350
H -20.203500 -26.239600 -41.167770
H -18.804550 -27.005220 -41.004860
C -10.858960 -34.552960 -41.703150
H -17.479530 -28.348130 -38.118860
H -15.597060 -37.011830 -38.473510
C -11.546300 -30.297660 -35.379890
H -12.501210 -29.439870 -32.944370
H -15.961430 -29.035460 -38.881330
N -11.997290 -22.919810 -37.490910
C -11.688410 -29.320500 -41.200440
H -15.351300 -28.414570 -42.722420
C -11.231440 -30.699960 -40.670200
H -11.998190 -35.465690 -39.491100
O -8.761670 -28.849330 -39.254390
N -19.690820 -27.049040 -41.487250
O -12.433290 -27.405190 -33.281330
H -14.035250 -20.269970 -44.754010
H -11.380210 -31.530710 -41.359990
H -15.642790 -35.741780 -40.234150
H -9.712610 -28.760000 -39.317310
C -16.967800 -30.116390 -37.170220
H -11.391910 -27.199230 -31.459820
C -14.898660 -27.685160 -42.050720
N -11.546980 -27.942190 -35.834000
C -20.303930 -28.179310 -40.807720
O -8.652310 -27.733900 -36.060630
H -12.521750 -28.744780 -37.186310
H -10.633290 -34.771000 -42.747010
N -16.562430 -36.780430 -38.659560
H -14.207440 -22.937050 -44.663030
H -19.679330 -29.870670 -42.063600
H -13.512110 -33.087630 -39.897960
C -11.223990 -25.096880 -38.137280
H -13.035180 -27.843490 -31.381410
H -10.552840 -25.913890 -37.872390
H -14.759060 -24.301780 -42.478150
C -19.630030 -29.525290 -41.030940
N -13.112100 -25.097060 -43.524800
H -17.826810 -34.088120 -40.442250
O -15.729240 -28.108360 -36.995700
H -11.088600 -29.048370 -42.068940
C -16.449850 -35.574350 -39.520900
H -10.821450 -32.899320 -37.236190
O -13.088950 -28.800790 -37.955310
H -20.340130 -30.189400 -40.538180
H -13.240080 -29.935740 -42.423350
H -18.009120 -31.715860 -40.854600
H -12.968470 -26.204790 -31.643590
C -17.803610 -35.152320 -40.207650
H -15.236590 -31.395720 -37.813450
H -12.133030 -31.122690 -34.975950
C -17.446770 -30.796120 -41.015660
N -17.715410 -30.993600 -38.068890
H -15.131290 -26.651190 -42.305440
C -15.409540 -26.788140 -37.494140
H -12.262150 -25.427670 -38.167450
C -21.785660 -28.177970 -41.143320
H -16.467450 -30.758270 -40.538600
H -11.996620 -27.529930 -40.408770
H -10.158920 -30.759820 -40.485260
H -18.710390 -35.373510 -39.644690
C -7.802620 -24.592540 -35.487690
H -10.949300 -24.690930 -39.110860

Forces on atoms 1 to 6 (eV/Å):
0.1736 0.3745 -0.1188
0.0358 0.9568 -0.1871
-0.5589 -1.4781 0.3352
0.1553 -1.1439 0.6460
-0.0914 -0.1008 -0.2647
-2.0806 -1.3191 1.1524

Löwdin population analysis, charges in e, atoms 1 to 8: -0.268, -0.183, -0.083, 0.020, 0.075, -0.041, -0.164, 0.068


No. 5
Density functional theory data (ωB97M-V/def2-TZVPD) for a single C3H3N5 molecule.

The calculation puts the energy relative to the best compared isomer or geometry (same formula, charge and spin) at 405.4 kJ/mol. The value obtained for the HOMO energy is -0.3709 hartree. Its SMILES is N=c1ncnncn1.

CARTESIAN COORDINATES (ANGSTROEM)
C 0.855081 0.713345 -0.078510
N -1.389459 -0.367180 -0.891670
C -0.296785 -0.666961 -1.452856
N 0.887852 0.053875 1.259092
N -1.290211 -0.347926 0.404973
N 0.833146 -0.181491 -1.075852
H -0.881539 -1.205910 2.137240
H 1.057174 2.155220 0.878282
H -0.482553 -1.365466 -2.265643
C -0.230820 -0.734200 1.284978
N 0.938115 1.946695 -0.200034

Forces on atoms 1 to 6 (eV/Å):
0.5730 -0.5967 2.4387
-4.8028 1.8840 6.6828
5.7626 -1.5220 -2.9983
-3.3686 -3.0706 -0.7460
-1.9042 -0.7429 -1.8974
-0.3975 -2.1713 -2.7368

Löwdin population analysis, charges in e, atoms 1 to 8: -0.635, 0.082, -0.257, 0.144, 0.072, 0.178, 0.149, 0.109


> Which value of energy relative to the best compared isomer or geometry (same formula, charge and spin) does entry 2 give?

0.0 kJ/mol